ORCA calculation (wB97M-V/def2-TZVPD) on a molecular structure, C27H81Br2N4O12PSi2.

XYZ file:
```
129
Properties=species:S:1:pos:R:3
C 9.20987 1.10777 1.91834
C 7.72116 0.38559 2.11151
C 7.52178 -0.62757 0.81844
C 6.06656 -1.40242 0.80133
C 5.40146 -1.49205 -0.73038
C 5.00912 0.04598 -1.15064
C 3.50064 0.23397 -1.76503
Si 2.15121 0.63003 -0.39403
C 2.95790 1.88599 0.81470
C 3.56574 3.24131 0.12082
N 5.07760 3.34466 0.12821
C 1.89816 -1.03400 0.56820
C 0.99008 -2.14608 -0.22290
N -0.49203 -1.84951 -0.27263
N 1.13093 -3.45740 0.57812
N 1.44864 -2.47135 -1.62799
O 0.73838 1.19029 -1.25530
Si -0.38961 2.08160 -0.26233
C -0.85789 1.28102 1.41923
C -2.21388 0.36188 1.41294
C -3.34553 0.77323 2.52446
O -3.64102 2.21073 2.61903
C -3.25236 2.55181 4.02752
P -2.21060 2.35539 -1.54082
O -3.42714 2.98781 -0.75492
C 0.18350 3.91034 0.15090
Br -1.34101 4.99085 0.97152
C 0.65362 4.75997 -1.17145
C 1.64604 6.00308 -0.65509
Br -0.89935 5.71570 -2.08708
H 9.12740 2.16953 1.40796
H 9.75766 1.29034 2.95810
H 9.94623 0.47079 1.26394
H 7.78254 -0.18585 3.13952
H 6.94536 1.26634 2.15028
H 7.61874 0.07202 -0.14277
H 8.37126 -1.43070 0.70785
H 5.31959 -0.69132 1.40187
H 6.05211 -2.42694 1.36661
H 6.26364 -1.96559 -1.40688
H 4.48221 -2.24151 -0.76488
H 5.26843 0.73939 -0.24436
H 5.76286 0.35172 -2.02411
H 3.48122 1.18338 -2.48845
H 3.21473 -0.68205 -2.43431
H 2.18613 2.10381 1.69906
H 3.86859 1.33118 1.34720
H 3.16935 4.15635 0.77592
H 3.09938 3.41869 -0.96071
H 5.51174 2.69703 0.82497
H 5.37618 3.08649 -0.85066
H 2.98661 -1.50855 0.67904
H 1.49206 -0.90584 1.65950
H -0.96856 -2.77116 -0.49954
H -0.74356 -1.13098 -0.98647
H 2.15700 -3.72028 0.48451
H 1.03128 -3.22379 1.60444
H 0.76692 -2.02617 -2.28864
H 1.26430 -3.51321 -1.72992
H -1.07323 2.18484 2.16956
H -0.01355 0.64788 1.93455
H -1.86793 -0.74679 1.69155
H -2.75630 0.27263 0.38068
H -4.36904 0.24800 2.20527
H -3.06163 0.29756 3.56262
H -3.96129 2.00032 4.81370
H -3.24770 3.70549 4.23049
H -2.15754 2.15486 4.28980
H -1.87603 3.03178 -2.78039
H -2.64519 1.01051 -1.94300
H 0.99045 3.84893 1.00889
H 1.23635 4.13194 -1.97137
H 1.19461 7.06338 -0.89683
H 2.73594 5.84028 -1.04869
H 1.69304 5.88570 0.52867
C -1.66039 -5.30786 -2.79466
O -2.01661 -4.40820 -1.76128
H -0.73325 -5.81608 -2.51941
H -2.45414 -6.04773 -2.92462
H -1.50776 -4.75435 -3.72437
H -2.84212 -3.97247 -2.03353
C -5.07385 -5.53773 -5.01710
O -4.84382 -5.40566 -3.62648
H -4.11237 -5.56747 -5.53506
H -5.61844 -6.46521 -5.21084
H -5.65157 -4.68192 -5.37469
H -5.71421 -5.38204 -3.19370
C -2.87957 3.58530 -6.18549
O -2.84794 2.47629 -5.30613
H -2.60126 3.25192 -7.18800
H -3.88900 4.00336 -6.21006
H -2.16848 4.34189 -5.84497
H -3.09903 2.80262 -4.42528
C -4.90939 -4.32463 0.60178
O -4.71041 -5.01287 -0.61924
H -5.96088 -4.03884 0.68133
H -4.64782 -4.97920 1.43692
H -4.28751 -3.42633 0.62032
H -3.76928 -5.25353 -0.66169
C -4.08324 4.76922 6.97755
O -5.12754 3.83023 6.79895
H -3.63174 4.61583 7.96053
H -3.32501 4.62385 6.20407
H -4.48891 5.78217 6.91940
H -5.50881 3.99060 5.91897
C 10.10723 -3.80591 -0.94098
O 9.67938 -2.54969 -1.43393
H 9.98234 -3.82305 0.14425
H 9.50234 -4.59892 -1.38771
H 11.16151 -3.95488 -1.18662
H 9.80194 -2.56422 -2.39840
C -8.26145 -7.32114 -3.12878
O -7.79845 -5.99505 -2.95191
H -7.63015 -7.82256 -3.86611
H -8.20452 -7.85777 -2.17846
H -9.29329 -7.30293 -3.48797
H -8.37739 -5.57560 -2.29287
C -2.43758 2.44508 10.53971
O -2.54734 1.91633 9.23107
H -1.53146 2.05221 11.00685
H -2.37572 3.53502 10.48934
H -3.30781 2.14566 11.12884
H -3.35984 2.28233 8.84206
C -6.38847 2.85542 -5.07660
O -6.18948 2.16719 -6.29763
H -7.43995 3.14121 -4.99706
H -6.12690 2.20085 -4.24146
H -5.76658 3.75372 -5.05807
H -5.24835 1.92652 -6.34008
```

Calculated values
gap between HOMO and LUMO = 9.006 eV
multiplicity = 1
highest occupied orbital energy = -8.877 eV

Löwdin population analysis, charges in e, atoms 1 to 5:
1 C -0.160
2 C -0.241
3 C -0.219
4 C -0.218
5 C -0.202



ORCA calculation (wB97M-V/def2-TZVPD) on 2 unconnected molecules or ions with the total composition C2H3N2O.

XYZ file:
```
8
Properties=species:S:1:pos:R:3
C 0.38347 -1.69804 0.16632
C 0.05016 0.94986 0.18503
N 0.84870 -2.75644 0.36312
N -0.93074 -0.13936 -0.27741
O -1.18192 0.00344 -1.47086
H -0.60591 1.78281 0.68524
H 0.61576 0.50452 1.03815
H 0.82048 1.35321 -0.68958
```

Calculated values
total charge = -1
gap between HOMO and LUMO (spin up / spin down) = 8.027 / 8.025 eV
multiplicity = 1
energy relative to the best compared isomer or geometry (same formula, charge and spin) = 261.1 kJ/mol
highest occupied orbital energy (spin up / spin down) = -3.511 / -3.510 eV

natural (NBO) population analysis, charges in e, atoms 1 to 5:
1 C -0.004
2 C -0.502
3 N -0.666
4 N 0.082
5 O -0.474



ORCA calculation (wB97M-V/def2-TZVPD) on a molecular structure, C30H28BrN3O5Y.

XYZ file:
```
68
Properties=species:S:1:pos:R:3
Y 0.82275 1.09893 0.80942
C -1.51204 0.93062 3.64072
O -1.01414 0.33640 2.43856
C -1.60037 -0.83975 2.02990
C -2.47824 -1.57047 2.78507
C -3.00857 -2.76099 2.26667
Br -4.22956 -3.74563 3.32138
C -2.65942 -3.20373 1.02466
C -1.75803 -2.45356 0.24328
C -1.21779 -1.24657 0.72362
O -0.38682 -0.51568 0.03256
C -1.37137 -2.91286 -1.06654
N -0.65046 -2.21631 -1.94625
C -0.45830 -2.96090 -3.10369
C 0.22164 -2.69263 -4.28251
C 0.21872 -3.68900 -5.23984
C -0.43641 -4.90936 -5.02979
C -1.11335 -5.17679 -3.85461
C -1.10996 -4.17401 -2.89741
N -1.66347 -4.10165 -1.62074
H -1.29111 0.29725 4.49972
H -2.58508 1.10242 3.55671
H -1.00363 1.88457 3.74406
H -2.77562 -1.25731 3.77463
H -3.09650 -4.11793 0.64627
H -0.31064 -1.29184 -1.69182
H 0.72545 -1.74994 -4.44505
H 0.73556 -3.52555 -6.17509
H -0.41232 -5.66193 -5.80540
H -1.61832 -6.11928 -3.69365
H -2.18628 -4.83155 -1.16751
C 3.72845 2.28857 -0.17624
N 3.02375 2.40741 1.11150
C 2.91569 3.82960 1.46354
C 3.78435 1.68548 2.15821
C 3.58971 0.18192 2.10187
C 4.59323 -0.63564 2.61107
C 4.42971 -2.01233 2.62847
C 3.25896 -2.56629 2.13052
C 2.26694 -1.73446 1.62704
C 2.38462 -0.33391 1.59448
H 4.73657 2.71206 -0.10502
H 3.17777 2.82473 -0.94929
H 3.81568 1.23776 -0.45628
H 3.90541 4.27759 1.60779
H 2.34087 3.94715 2.38166
H 2.40532 4.36632 0.66440
H 3.44669 2.05658 3.13029
H 4.85094 1.93256 2.07931
H 5.50964 -0.19828 2.99436
H 5.21260 -2.64734 3.02236
H 3.12146 -3.64089 2.13266
H 1.36527 -2.21039 1.24503
O -2.44829 1.35363 -1.62712
C -2.71796 2.69110 -1.53697
C -3.85857 3.24818 -2.09648
C -4.10835 4.60438 -1.95592
C -3.23141 5.40965 -1.24636
C -2.10036 4.84815 -0.67730
C -1.82668 3.49608 -0.82997
C -0.60287 2.89974 -0.22201
O 0.26220 2.32835 -0.95825
O -0.45722 2.92056 1.04028
H -3.15848 0.93056 -2.12139
H -4.55290 2.61803 -2.64132
H -4.99796 5.02990 -2.40041
H -3.42887 6.46603 -1.13136
H -1.41226 5.46249 -0.11050
```

Calculated values
total charge = +1
gap between HOMO and LUMO = 7.805 eV
multiplicity = 1
highest occupied orbital energy = -10.812 eV

natural (NBO) population analysis, charges in e, atoms 1 to 5:
1 Y 2.228
2 C -0.249
3 O -0.534
4 C 0.243
5 C -0.256



ORCA calculation (wB97M-V/def2-TZVPD) on 5 unconnected molecules or ions with the total composition C21H42F3O12P.

XYZ file:
```
79
Properties=species:S:1:pos:R:3
C -2.08704 1.76015 -0.13004
O -2.94931 1.33108 0.90297
C -3.87018 2.31826 1.30920
C -4.95717 2.63223 0.27563
O -6.23298 2.33112 0.87084
C -7.18937 1.81824 -0.01157
C -8.56485 2.28202 0.42538
F -9.44731 2.08068 -0.57184
F -8.59471 3.57869 0.74223
F -9.00715 1.59486 1.49105
P -5.12019 4.40734 -0.26597
O -3.68437 4.63793 -1.00513
O -4.89899 5.07354 1.22410
H -1.39244 2.53100 0.21076
H -1.49106 0.90376 -0.43316
H -2.64195 2.10361 -1.01155
H -4.38571 1.92160 2.18120
H -3.34962 3.22755 1.63308
H -4.79702 2.02226 -0.61979
H -7.03965 2.14313 -1.04406
H -7.19862 0.72373 0.02349
H -2.92128 4.26137 -0.54615
H -5.52459 5.79381 1.35190
O 0.83780 2.60678 -0.59052
C 1.59526 2.33224 -1.48723
O 1.63200 3.14735 -2.55592
C 2.57752 2.98271 -3.62499
C 2.10563 1.97373 -4.64756
C 2.42451 1.07417 -1.46694
H 3.56332 2.74082 -3.22553
H 2.64884 3.97277 -4.07237
H 2.01536 0.97834 -4.21001
H 2.80228 1.91716 -5.48283
H 1.13362 2.26300 -5.04096
H 1.82423 0.24565 -1.84195
H 2.69516 0.85908 -0.43662
H 3.34171 1.13251 -2.04617
O 2.37854 -2.59427 -0.79324
C 2.58407 -2.54099 0.39048
O 3.40620 -1.58207 0.85640
C 3.57507 -1.32132 2.25855
C 4.58317 -2.25066 2.89655
C 1.99814 -3.55543 1.34496
H 2.60972 -1.35768 2.76601
H 3.91515 -0.28744 2.29883
H 4.26320 -3.28771 2.84483
H 4.72525 -1.99665 3.94658
H 5.54225 -2.16549 2.38311
H 2.65257 -4.42657 1.36256
H 1.02856 -3.85450 0.95549
H 1.87253 -3.19855 2.36303
O 3.98889 -4.65481 4.75780
C 4.16061 -4.59664 5.94506
O 4.98525 -3.63995 6.42115
C 5.15238 -3.38314 7.82178
C 6.18199 -4.29574 8.45241
C 3.53850 -5.59175 6.89465
H 4.19158 -3.43010 8.33566
H 5.48686 -2.34804 7.86546
H 5.87533 -5.34083 8.40912
H 6.32966 -4.02658 9.49860
H 7.13457 -4.20297 7.93127
H 4.18349 -6.46956 6.93449
H 2.57816 -5.88968 6.48257
H 3.38836 -5.22171 7.90460
O 0.73659 1.32461 -7.37226
C -0.38577 0.90237 -7.31455
O -1.37564 1.77034 -7.01622
C -2.76153 1.40964 -7.03672
C -3.20604 0.77839 -5.73440
C -0.69953 -0.56510 -7.48270
H -2.97951 0.77501 -7.89663
H -3.28148 2.35277 -7.19607
H -2.68859 -0.16228 -5.54483
H -4.27784 0.57928 -5.76084
H -2.99671 1.45125 -4.90272
H -0.55501 -1.05517 -6.51968
H 0.01471 -0.97905 -8.18932
H -1.70533 -0.77554 -7.83476
```

Calculated values
SMILES = COC[C@@H](OCC(F)(F)F)P(O)O.CCOC(C)=O.CCOC(C)=O.CCOC(C)=O.CCOC(C)=O
gap between HOMO and LUMO = 9.364 eV
multiplicity = 1
energy relative to the best compared isomer or geometry (same formula, charge and spin) = 0.0 kJ/mol
highest occupied orbital energy = -8.834 eV

Löwdin population analysis, charges in e, atoms 1 to 5:
1 C -0.111
2 O -0.169
3 C -0.194
4 C -0.407
5 O -0.153



Q: What is the multiplicity in the fourth record?
A: 1